No. 1
8 unconnected molecules or ions with the total composition C27H70O24S7 in a non-equilibrium geometry, computed with ωB97M-V/def2-TZVPD.

CARTESIAN COORDINATES (ANGSTROEM)
1 C 1.5349 27.4494 16.0347
2 C 0.6921 27.3229 17.2909
3 O 1.1580 28.2232 18.3136
4 S 1.9582 27.5973 19.5316
5 C 0.7116 26.6789 20.3943
6 O 2.9274 26.6911 19.0153
7 O 2.3380 28.7019 20.3268
8 H 1.4574 28.4156 15.5406
9 H 1.2372 26.6705 15.3308
10 H 2.5797 27.2570 16.2935
11 H -0.3279 27.6344 17.0608
12 H 0.6601 26.2797 17.6007
13 H -0.1427 27.3223 20.5684
14 H 1.1945 26.4534 21.3460
15 H 0.5438 25.7535 19.8545
16 C 9.2232 27.6970 13.8762
17 C 8.1222 26.6841 13.6604
18 O 7.7379 26.1081 14.9383
19 S 6.2787 26.3520 15.4588
20 C 6.2486 28.0973 15.7323
21 O 5.3581 26.0335 14.4103
22 O 6.2055 25.7018 16.7162
23 H 8.8866 28.5620 14.4476
24 H 9.6460 28.0215 12.9271
25 H 10.0309 27.2417 14.4544
26 H 7.2648 27.1320 13.1591
27 H 8.5121 25.8492 13.0805
28 H 7.1948 28.4322 16.1465
29 H 5.4652 28.2767 16.4679
30 H 6.0294 28.5960 14.7923
31 C 0.2117 33.7385 6.4690
32 C 1.2772 33.3146 7.4475
33 O 1.9187 34.5019 7.9549
34 S 3.2090 34.3142 8.8361
35 C 2.4661 33.8618 10.3764
36 O 3.9673 33.2323 8.3127
37 O 3.7861 35.5966 9.0106
38 H 0.6451 34.1404 5.5552
39 H -0.3989 34.5322 6.9044
40 H -0.4357 32.8924 6.2414
41 H 0.8623 32.6888 8.2427
42 H 2.0416 32.7177 6.9447
43 H 1.6725 33.1396 10.2017
44 H 1.9608 34.7748 10.6881
45 H 3.2311 33.5236 11.0645
46 C 3.2422 30.7092 14.6137
47 C 4.3317 31.0214 13.6071
48 O 4.4532 29.9140 12.7080
49 S 5.7312 29.8296 11.7574
50 C 5.5947 31.3171 10.8134
51 O 6.9059 29.8417 12.5630
52 O 5.4776 28.7551 10.8686
53 H 3.3751 29.7545 15.1195
54 H 2.2830 30.6647 14.0922
55 H 3.2125 31.5160 15.3448
56 H 4.0419 31.9289 13.0705
57 H 5.2687 31.2468 14.1227
58 H 6.5718 31.4734 10.3627
59 H 5.2402 32.1558 11.4004
60 H 4.8732 31.1045 10.0264
61 C -0.6528 30.2761 6.7818
62 C 0.5591 30.0230 5.9164
63 O 1.5070 29.2958 6.7229
64 S 2.9906 29.1501 6.1522
65 C 2.7915 27.5769 5.3614
66 O 3.2228 30.1313 5.1445
67 O 3.8403 29.0906 7.2844
68 H -1.4730 30.6912 6.2001
69 H -0.3912 30.9794 7.5773
70 H -0.9706 29.3713 7.3004
71 H 0.2992 29.4365 5.0290
72 H 0.9832 30.9556 5.5468
73 H 3.6931 27.4340 4.7722
74 H 1.8894 27.6445 4.7609
75 H 2.6507 26.8309 6.1392
76 C 2.0422 30.2071 9.7748
77 C 1.8539 28.7137 9.9576
78 O 1.1059 28.4532 11.1539
79 S 1.3016 27.0322 11.8480
80 C 2.8036 27.3022 12.6850
81 O 0.2418 26.9074 12.7854
82 O 1.5377 26.0430 10.8492
83 H 1.1041 30.7064 9.5346
84 H 2.7772 30.3184 8.9792
85 H 2.4962 30.6663 10.6580
86 H 1.3642 28.3080 9.0716
87 H 2.8328 28.2304 10.0138
88 H 3.6181 27.4235 11.9752
89 H 2.9639 26.3550 13.2145
90 H 2.8141 28.0582 13.4602
91 C 2.8035 20.4094 8.0012
92 C 2.1295 20.2252 9.3545
93 O 2.3565 21.3968 10.1637
94 S 1.1146 22.0630 10.8925
95 C 0.5211 23.1787 9.6553
96 O 0.1261 21.0746 11.1769
97 O 1.6867 22.8248 11.9321
98 H 2.3884 19.6851 7.2993
99 H 3.8784 20.2303 8.0297
100 H 2.6570 21.4301 7.6474
101 H 1.0712 20.0115 9.2202
102 H 2.5810 19.3906 9.8903
103 H 1.3919 23.7554 9.3600
104 H -0.1803 23.8068 10.2042
105 H -0.0096 22.6464 8.8720
106 C 8.6260 23.1647 13.4582
107 O 9.4607 23.6144 12.3929
108 C 8.9042 23.4810 11.1042
109 C 7.6927 24.3162 10.7880
110 O 6.5745 23.8746 11.5524
111 C 5.4591 24.7422 11.5084
112 C 4.6771 24.6786 10.2163
113 O 5.3539 25.3094 9.1492
114 C 4.5469 25.4881 8.0145
115 H 9.2520 23.1830 14.3504
116 H 8.2780 22.1448 13.2838
117 H 7.7994 23.8526 13.6186
118 H 8.7284 22.4189 10.8799
119 H 9.6861 23.8002 10.4076
120 H 7.4623 24.2126 9.7255
121 H 7.8925 25.3742 11.0009
122 H 5.7597 25.7647 11.7652
123 H 4.7597 24.3721 12.2618
124 H 3.6797 25.1144 10.3743
125 H 4.5048 23.6044 10.0340
126 H 3.9358 24.6174 7.7381
127 H 5.2311 25.6714 7.1857
128 H 3.8846 26.3445 8.1986

## Properties
relative energy (zero: lowest compared OMol25 entry of this formula, charge and spin)	0.0	kJ/mol
SMILES string	CCOS(C)(=O)=O.CCOS(C)(=O)=O.CCOS(C)(=O)=O.CCOS(C)(=O)=O.CCOS(C)(=O)=O.CCOS(C)(=O)=O.CCOS(C)(=O)=O.COCCOCCOC
multiplicity	1
E_tot	-154116.5798	eV
total charge	0
LUMO	0.0	eV
max |F|	1.59	eV/A

No. 2
2 unconnected molecules or ions with the total composition C2H6O3 in a non-equilibrium geometry, computed with ωB97M-V/def2-TZVPD.

CARTESIAN COORDINATES (ANGSTROEM)
1 C 0.0000 0.0000 0.0000
2 C 0.4096 -1.2115 -0.7925
3 O 0.3343 -2.3893 -0.3654
4 O 0.8948 -0.8999 -2.0491
5 H -0.0962 -0.2807 1.0623
6 H -0.9571 0.4318 -0.3379
7 H 0.7848 0.7697 -0.0909
8 H 1.0412 0.0746 -2.1934
9 O 2.3316 -1.2391 -4.4404
10 H 1.8358 -2.0543 -4.1999
11 H 1.9911 -0.9953 -5.3309

## Properties
relative energy (zero: lowest compared OMol25 entry of this formula, charge and spin)	74.9	kJ/mol
SMILES string	CC(=O)O.O
multiplicity	1
E_tot	-8313.7318	eV
total charge	0
LUMO	0.5	eV
max |F|	4.62	eV/A

No. 3
A molecular structure, C6H22Ag2CsO16P2 in a non-equilibrium geometry, computed with ωB97M-V/def2-TZVPD.

CARTESIAN COORDINATES (ANGSTROEM)
1 Ag -0.9792 3.6817 0.6859
2 Ag -3.2653 2.1664 -1.4064
3 Cs -2.9299 2.0175 3.2785
4 P -3.3083 4.9107 -0.4802
5 O -4.4592 3.9218 -0.7908
6 O -2.7949 4.8341 1.0098
7 O -3.3762 6.2504 -1.0606
8 O -2.1627 4.1686 -1.2391
9 P -0.8091 1.1194 -0.3147
10 O -1.9697 1.7890 0.5228
11 O -0.5019 -0.2934 0.0771
12 O 0.2998 2.1858 -0.0408
13 O -1.2902 1.1897 -1.7656
14 O 2.9129 2.9437 0.3554
15 H 2.7936 3.4734 1.1471
16 H 2.0041 2.6295 0.1104
17 O -3.0528 -1.6056 -0.2482
18 H -3.7355 -0.9515 -0.0688
19 H -2.2149 -1.1021 -0.2835
20 C 1.9491 0.3443 -3.2204
21 C 2.7378 0.2822 -1.9311
22 O 3.6112 1.3964 -1.8290
23 O 1.0945 1.4639 -3.2699
24 H 1.3710 -0.5816 -3.3545
25 H 2.6424 0.4633 -4.0603
26 H 3.3467 -0.6234 -1.8942
27 H 1.9758 0.3430 -1.1438
28 H 3.3531 1.9026 -1.0482
29 H 0.4324 1.4481 -2.5512
30 C -0.8852 -2.3268 2.8707
31 C 0.0640 -2.6055 3.9999
32 O 1.4463 -2.2696 3.6311
33 O -1.0466 -0.9582 2.7095
34 H -1.8508 -2.8093 3.1077
35 H -0.5228 -2.8340 1.9709
36 H 0.0852 -3.6704 4.2534
37 H -0.1175 -1.9660 4.8676
38 H 1.4742 -2.1397 2.6629
39 H -1.0859 -0.7280 1.7539
40 C 0.3832 -3.2708 -1.1498
41 C 1.7002 -2.9582 -0.4480
42 O 1.5136 -2.0232 0.6388
43 O -0.1757 -2.1737 -1.8710
44 H -0.3304 -3.5957 -0.3696
45 H 0.5697 -4.1392 -1.7943
46 H 2.4885 -2.5992 -1.1152
47 H 1.9999 -3.9236 -0.0100
48 H 0.8539 -1.3502 0.3166
49 H -0.2389 -1.4265 -1.2103

## Properties
relative energy (zero: lowest compared OMol25 entry of this formula, charge and spin)	0.0	kJ/mol
multiplicity	3
E_tot	-66468.4721	eV
total charge	-1
expectation value of S²	2.0176
LUMO (spin up / spin down)	0.8 / -0.5	eV
max |F|	2.32	eV/A

No. 4
C3H7NO3 in the gas phase in a non-equilibrium geometry, computed with ωB97M-V/def2-TZVPD.

CARTESIAN COORDINATES (ANGSTROEM)
1 N -1.0706 0.5497 0.9881
2 C -0.1632 -0.3379 0.1996
3 C -0.9006 -0.7362 -1.0825
4 O -2.0520 -1.4467 -0.6433
5 C 1.1426 0.4573 0.0658
6 O 1.2201 1.3456 -0.7376
7 O 2.0797 0.1925 0.9810
8 H -1.6153 -0.1551 1.4718
9 H -0.5871 0.9475 1.7928
10 H 0.0560 -1.2585 0.7599
11 H -0.2928 -1.4268 -1.6582
12 H -1.1023 0.2184 -1.5699
13 H -2.7995 -0.8494 -0.7289
14 H 2.5978 1.0126 1.0527

## Properties
relative energy (zero: lowest compared OMol25 entry of this formula, charge and spin)	148.8	kJ/mol
SMILES string	N[C@@H](CO)C(=O)O
multiplicity	1
E_tot	-10856.8253	eV
total charge	0
LUMO	0.7	eV
max |F|	2.02	eV/A

No. 5
4 unconnected molecules or ions with the total composition C22H49ClO12S, computed with ωB97M-V/def2-TZVPD.

CARTESIAN COORDINATES (ANGSTROEM)
1 O -3.3439 2.9190 -1.3439
2 S -2.6176 1.9563 -0.5663
3 O -2.6474 2.0101 0.8620
4 C -0.9492 1.8970 -1.1714
5 C -0.8649 0.9732 -2.3842
6 C -1.1593 -0.4800 -2.0057
7 C -2.3593 -0.6185 -1.0534
8 Cl -1.8296 -1.0214 0.6121
9 O -3.1939 0.5312 -1.0521
10 H -0.2704 1.6214 -0.3642
11 H -0.7843 2.9380 -1.4593
12 H -1.5629 1.3396 -3.1403
13 H 0.1379 1.0309 -2.8097
14 H -0.2915 -0.9252 -1.5165
15 H -1.3526 -1.0702 -2.9030
16 H -3.0124 -1.4331 -1.3485
17 C -0.3697 0.4005 3.3741
18 O 0.4912 -0.4537 4.0975
19 C 1.7755 0.0948 4.3111
20 C 2.4404 -0.5204 5.5213
21 O 1.8812 -0.1068 6.7539
22 C 0.6854 -0.7472 7.1631
23 C 0.8967 -2.1206 7.7571
24 O 1.1909 -3.0827 6.7604
25 C 1.9233 -4.1780 7.2583
26 H -0.0444 0.5061 2.3335
27 H -1.3615 -0.0461 3.3872
28 H -0.4275 1.3960 3.8270
29 H 1.7054 1.1803 4.4525
30 H 2.4147 -0.0952 3.4357
31 H 3.4710 -0.1574 5.5363
32 H 2.4604 -1.6099 5.4387
33 H -0.0450 -0.7845 6.3523
34 H 0.2854 -0.1168 7.9605
35 H -0.0201 -2.4096 8.2900
36 H 1.7142 -2.0722 8.4868
37 H 2.8419 -3.8481 7.7567
38 H 2.1880 -4.8083 6.4117
39 H 1.3339 -4.7707 7.9678
40 C 0.4780 -8.2822 -1.2453
41 O 0.9504 -7.1763 -0.5136
42 C 1.4568 -6.1383 -1.3286
43 C 1.3475 -4.7966 -0.6404
44 O 0.0296 -4.2795 -0.5806
45 C -0.8278 -4.7889 0.4315
46 C -0.5652 -4.2222 1.8068
47 O 0.5922 -4.7785 2.4015
48 C 1.1935 -3.9003 3.3303
49 H 1.2925 -8.8105 -1.7549
50 H 0.0072 -8.9622 -0.5379
51 H -0.2631 -7.9775 -1.9932
52 H 0.9126 -6.1005 -2.2806
53 H 2.5176 -6.3249 -1.5497
54 H 1.9039 -4.0817 -1.2522
55 H 1.8083 -4.8349 0.3491
56 H -0.8187 -5.8805 0.4542
57 H -1.8269 -4.4578 0.1385
58 H -1.4389 -4.4294 2.4410
59 H -0.4577 -3.1352 1.7238
60 H 1.4230 -2.9316 2.8711
61 H 2.1197 -4.3663 3.6635
62 H 0.5489 -3.7183 4.1970
63 C -3.1517 5.2809 -7.0488
64 O -2.3191 5.9804 -6.1552
65 C -2.5326 5.6286 -4.8012
66 C -1.2965 5.8638 -3.9650
67 O -0.2546 4.9164 -4.1674
68 C 0.4928 5.0043 -5.3693
69 C 1.4776 6.1507 -5.4132
70 O 0.8244 7.3828 -5.6421
71 C 1.5391 8.4910 -5.1492
72 H -4.2041 5.5646 -6.9314
73 H -2.8303 5.5335 -8.0576
74 H -3.0657 4.1969 -6.9083
75 H -2.8269 4.5750 -4.7200
76 H -3.3453 6.2398 -4.3853
77 H -1.5976 5.7286 -2.9237
78 H -0.9301 6.8850 -4.0857
79 H -0.1568 5.0250 -6.2465
80 H 1.0792 4.0825 -5.3977
81 H 2.1937 5.9563 -6.2246
82 H 2.0358 6.1824 -4.4689
83 H 1.7691 8.3746 -4.0836
84 H 0.9088 9.3683 -5.2810
85 H 2.4778 8.6448 -5.6946

## Properties
SMILES string	O=S1(=O)CCC[C@@H](Cl)O1.COCCOCCOC.COCCOCCOC.COCCOCCOC
multiplicity	1
E_tot	-71530.9750	eV
total charge	0
LUMO	0.5	eV
max |F|	0.57	eV/A

No. 6
A molecular structure, C26H24N5PRuSSe2 in a non-equilibrium geometry, computed with ωB97M-V/def2-TZVPD.

CARTESIAN COORDINATES (ANGSTROEM)
1 Ru -8.6296 -14.4035 -10.3009
2 C -7.5398 -16.9245 -13.6762
3 C -7.8065 -15.8078 -12.7790
4 N -8.3115 -15.9736 -11.5638
5 N -8.2768 -17.2337 -11.1471
6 C -8.0172 -17.3171 -9.8368
7 N -7.9994 -18.5443 -9.3126
8 S -7.6958 -15.9675 -8.8321
9 C -7.5569 -14.4228 -13.0921
10 C -6.4139 -14.0955 -13.9013
11 C -5.6660 -12.9546 -13.7742
12 C -6.0627 -11.7739 -13.1250
13 C -7.4060 -11.3804 -12.8573
14 N -8.2040 -13.5970 -12.1129
15 H -6.4990 -17.3500 -13.6278
16 H -7.6824 -16.5750 -14.7090
17 H -8.2750 -17.7003 -13.6063
18 H -8.5168 -19.2319 -9.8641
19 H -8.0022 -18.6397 -8.2880
20 H -6.2346 -14.8276 -14.7295
21 H -4.6956 -12.8635 -14.2207
22 H -5.3251 -10.9767 -12.9144
23 H -7.7433 -10.3866 -13.0455
24 Se -8.8894 -12.4431 -8.6834
25 P -10.8379 -13.2078 -8.1783
26 Se -10.9749 -14.4726 -9.9682
27 C -10.3789 -14.3445 -6.8625
28 C -10.8736 -15.6375 -6.9378
29 C -10.3749 -16.5521 -5.9966
30 C -9.5187 -16.1370 -4.9741
31 C -9.0620 -14.8121 -4.9368
32 C -9.5176 -13.8899 -5.8352
33 C -12.2672 -12.2979 -7.5033
34 C -13.3902 -13.0042 -7.0265
35 C -14.6011 -12.3733 -6.6981
36 C -14.6117 -10.9846 -6.7180
37 C -13.5344 -10.2937 -7.2488
38 C -12.3473 -10.9159 -7.5681
39 H -11.5595 -16.0323 -7.6964
40 H -10.7389 -17.5634 -5.9352
41 H -9.2287 -16.8789 -4.2171
42 H -8.4310 -14.5761 -4.1337
43 H -9.2400 -12.8188 -5.7285
44 H -13.3041 -14.0916 -7.0626
45 H -15.4612 -12.9609 -6.3557
46 H -15.5122 -10.4221 -6.5086
47 H -13.5981 -9.1951 -7.3693
48 H -11.5205 -10.3704 -8.0043
49 N -8.4052 -12.2977 -12.4818
50 C -9.7457 -11.9220 -12.2814
51 C -10.0194 -10.7584 -11.5118
52 C -11.3015 -10.3847 -11.2249
53 C -12.3550 -11.0011 -11.9059
54 C -12.1167 -12.1453 -12.6422
55 C -10.8510 -12.6724 -12.7910
56 H -9.1945 -10.1477 -11.0440
57 H -11.5670 -9.6330 -10.4951
58 H -13.3644 -10.5562 -11.8760
59 H -12.9311 -12.6936 -13.1518
60 H -10.6763 -13.6530 -13.3032

## Properties
multiplicity	6
E_tot	-188197.3794	eV
total charge	-1
expectation value of S²	8.8576
LUMO (spin up / spin down)	2.7 / 1.6	eV
max |F|	3.48	eV/A